[1]
This record from OMol25 describes a 5-piece molecular cluster, C29H59N2O14S overall at a distorted geometry. The level of theory is ωB97M-V/def2-TZVPD.

```
105
Properties=species:S:1:pos:R:3:mulliken_charge:R:1
C -7.7036 3.6517 -3.9347 -0.85
C -6.5887 4.6011 -3.2722 0.58
O -6.7807 5.8186 -3.3232 -0.51
O -5.5138 3.9465 -2.6403 -0.23
C -4.3031 4.7287 -2.6412 -0.66
C -3.4457 4.2054 -1.3667 -0.29
C -2.7127 2.8468 -1.7514 -0.98
C -1.9376 2.1021 -0.5661 2.03
C -0.4124 1.9240 -1.0211 -1.53
C -0.0773 0.6282 -1.8771 0.67
C -0.9912 0.3873 -3.1621 -1.16
C 0.0044 -0.7448 -1.0076 -1.18
C -1.9019 2.9141 0.8263 -1.82
N -3.1716 2.6218 1.5567 0.08
S -3.4869 3.7888 2.8436 -0.07
C -3.1054 1.2265 2.1775 -0.84
C -2.4674 0.2777 1.0301 -0.33
N -2.6705 0.8020 -0.3425 -0.37
H -7.5776 2.6113 -3.4775 0.24
H -7.6752 3.6592 -5.0631 0.27
H -8.6978 4.0397 -3.5188 0.29
H -4.4467 5.8380 -2.4708 0.37
H -3.6382 4.5791 -3.5485 0.35
H -2.6784 5.0138 -1.0918 0.32
H -4.2264 4.0988 -0.5295 0.05
H -2.0168 3.0504 -2.6391 0.28
H -3.5225 2.1469 -2.1712 0.21
H -0.1149 2.9049 -1.5372 0.36
H 0.2169 1.8755 -0.0647 0.38
H 0.9901 0.7787 -2.2766 0.35
H -2.0425 0.0794 -2.8740 0.17
H -0.4907 -0.3769 -3.8473 0.39
H -1.0349 1.3704 -3.7508 0.23
H 0.4976 -1.5202 -1.6985 0.38
H -1.0100 -1.1714 -0.7427 0.24
H 0.7158 -0.6576 -0.1146 0.17
H -1.6971 4.0347 0.6927 0.52
H -1.0538 2.5589 1.5139 0.47
H -4.0156 2.6031 0.9597 0.56
H -4.3965 3.1230 3.6732 0.23
H -4.1927 0.8783 2.2939 0.39
H -2.5381 1.2099 3.1560 0.38
H -2.8295 -0.7934 1.1823 0.45
H -1.3410 0.2509 1.2548 0.03
H -3.6943 0.9533 -0.4126 0.38
C 2.5704 2.7705 7.1879 -1.12
C 1.2166 2.0967 7.2999 -0.14
O 0.6868 1.7828 6.0026 -0.35
C 1.2096 0.6994 5.4142 0.71
O 2.0568 -0.0201 5.8765 -0.56
O 0.6399 0.5658 4.2029 -0.23
C 1.1778 -0.5042 3.4257 -0.02
H 2.5135 3.6399 6.5281 0.29
H 2.9232 3.0920 8.1692 0.37
H 3.3150 2.0954 6.7610 0.31
H 0.5077 2.7825 7.7678 0.29
H 1.2609 1.2022 7.9263 0.30
H 1.1595 -1.4464 3.9756 -0.05
H 2.1958 -0.2630 3.1128 0.31
H 0.5579 -0.6140 2.5349 -0.05
C 1.5498 -2.3724 -8.8507 -1.20
C 1.8617 -2.8357 -7.4409 -0.13
O 0.7365 -2.6344 -6.5732 -0.24
C -0.2483 -3.5379 -6.6836 0.67
O -0.2600 -4.4869 -7.4249 -0.56
O -1.2323 -3.1883 -5.8393 -0.25
C -2.3879 -4.0214 -5.9258 -0.69
H 1.1921 -1.3397 -8.8454 0.30
H 2.4369 -2.4378 -9.4831 0.38
H 0.7623 -2.9794 -9.3020 0.32
H 2.6799 -2.2369 -7.0353 0.22
H 2.1859 -3.8793 -7.4210 0.36
H -2.1277 -5.0757 -5.8173 0.31
H -2.9009 -3.8488 -6.8742 0.30
H -3.0593 -3.7460 -5.1124 0.21
C 7.2847 1.1911 -2.3203 -1.09
C 7.2315 0.7329 -3.7650 -0.16
O 6.4442 -0.4579 -3.8997 -0.39
C 5.1177 -0.2778 -3.8784 0.72
O 4.5451 0.7792 -3.7695 -0.57
O 4.5312 -1.4808 -3.9768 -0.38
C 3.1105 -1.4365 -3.8738 -0.59
H 7.6239 0.3793 -1.6722 0.29
H 7.9617 2.0401 -2.2099 0.36
H 6.2974 1.4919 -1.9634 0.30
H 8.2382 0.4801 -4.1025 0.30
H 6.8584 1.5201 -4.4252 0.30
H 2.6820 -0.7267 -4.5842 0.29
H 2.8163 -1.1818 -2.8526 0.35
H 2.7254 -2.4292 -4.1071 0.24
C 3.0960 -4.1182 6.3998 -1.20
C 1.7712 -3.4073 6.5975 0.28
O 0.7700 -4.3104 7.0845 -0.39
C 0.8427 -4.6006 8.3919 0.75
O 1.6531 -4.1651 9.1707 -0.55
O -0.1304 -5.4777 8.6794 -0.35
C -0.1071 -5.9431 10.0284 -0.63
H 2.9686 -4.9984 5.7645 0.32
H 3.8268 -3.4504 5.9397 0.35
H 3.5031 -4.4684 7.3504 0.33
H 1.4136 -3.0340 5.6359 -0.10
H 1.8706 -2.5447 7.2609 0.33
H -0.1006 -5.1124 10.7362 0.29
H 0.7607 -6.5870 10.1850 0.29
H -1.0101 -6.5306 10.1940 0.22
```

maximum force = 0.06819 hartree/bohr
frontier orbital gap = 8.9 eV
total energy = -2701.146278 Ha
charge = +1
LUMO energy = -3.27 eV
HOMO energy = -12.14 eV

=====

[2]
This record from OMol25 describes C29H60AsCdN2O5S5Si as an isolated structure. The level of theory is ωB97M-V/def2-TZVPD.

```
104
Properties=species:S:1:pos:R:3:mulliken_charge:R:1
Cd -0.4778 0.3126 0.5394 1.99
C -4.1840 -0.5215 1.7138 -1.23
C -3.4167 -1.6214 2.4526 -0.94
S -1.8250 -2.1227 1.7310 0.15
C -0.8808 -2.2360 3.2570 -0.91
C -0.7552 -0.9601 4.0970 -1.46
S -0.6084 0.6508 3.2700 0.25
C -2.2257 1.4050 3.6260 -1.30
C -2.9873 1.9411 2.4174 -0.47
S -3.2446 0.8395 1.0158 0.21
H -4.9356 -0.0964 2.3811 0.60
H -4.7186 -0.9490 0.8666 0.53
H -4.0410 -2.5132 2.4934 0.64
H -3.2242 -1.3189 3.4778 0.26
H 0.1012 -2.5758 2.9480 0.31
H -1.2952 -3.0252 3.8861 0.62
H 0.1400 -1.0567 4.7107 0.53
H -1.5902 -0.8528 4.7867 0.71
H -2.0176 2.2471 4.2855 0.83
H -2.8140 0.6770 4.1815 0.54
H -2.4510 2.7784 1.9765 -0.40
H -3.9579 2.3091 2.7551 0.74
O 2.2878 2.2144 2.0838 -0.29
C 3.4587 1.4271 2.1405 -0.71
C 3.3065 0.0134 1.6272 0.72
C 4.4232 -0.6443 1.1236 -0.92
C 4.2984 -1.9442 0.6768 -0.62
C 3.0466 -2.5385 0.7248 -1.31
C 1.9973 -1.8009 1.2315 0.17
N 2.1058 -0.5515 1.7047 0.40
H 1.5574 1.7605 2.5274 0.04
H 3.8586 1.3828 3.1623 0.28
H 4.2019 1.9367 1.5279 0.43
H 5.3724 -0.1256 1.0713 0.45
H 5.1502 -2.4739 0.2701 0.46
H 2.8749 -3.5369 0.3469 0.33
H 1.0035 -2.2223 1.1898 0.26
C -1.2293 4.8321 -0.4151 -1.26
C -0.6915 3.4441 -0.5885 0.58
N 0.3639 3.2725 -1.3812 -0.10
O -1.2457 2.4820 -0.0305 -0.69
H -0.9053 5.5085 -1.2045 0.51
H -0.8847 5.2019 0.5523 0.12
H -2.3163 4.7857 -0.3948 0.26
H 0.8144 4.0586 -1.8131 0.22
H 0.7241 2.3361 -1.5385 -0.10
C 2.5438 5.9274 2.5881 -1.07
As 1.4046 5.1343 3.9103 0.67
C 0.8340 6.5751 5.0433 -1.09
C 2.6034 4.1117 5.0107 -0.93
S -0.2212 4.1112 3.0990 -0.60
H 3.3607 6.4565 3.0781 0.42
H 1.9569 6.6189 1.9875 0.36
H 2.9333 5.1278 1.9604 0.28
H 1.6868 7.1632 5.3804 0.40
H 0.3169 6.1429 5.8974 0.37
H 0.1409 7.1982 4.4831 0.34
H 3.1701 4.8030 5.6342 0.43
H 3.2744 3.5467 4.3691 0.15
H 2.0275 3.4316 5.6342 0.33
C -2.6984 0.5657 -3.0320 -1.20
C -2.7402 -0.9457 -2.8530 1.51
C -2.6953 -1.6376 -4.2086 -1.54
C -3.9828 -1.3768 -2.0949 -1.28
O -1.6310 -1.3115 -2.0008 1.52
Si -0.0243 -1.6007 -2.1663 -1.90
S 1.0340 0.0256 -1.3155 -1.03
O 0.3752 -2.9078 -1.2559 0.70
C 0.1006 -4.3111 -1.4387 1.62
C 1.3474 -4.9272 -2.0530 -1.22
C -1.1068 -4.5450 -2.3388 -1.27
C -0.1659 -4.8800 -0.0550 -1.45
O 0.3467 -1.8507 -3.7227 0.29
C 1.3795 -1.4728 -4.6479 1.58
C 1.2214 -2.4052 -5.8385 -1.66
C 1.1535 -0.0259 -5.0595 -1.36
C 2.7432 -1.6585 -3.9992 -1.36
H -3.5894 0.9145 -3.5580 0.50
H -1.8187 0.8514 -3.6147 0.21
H -2.6462 1.0695 -2.0655 0.00
H -3.5521 -1.3123 -4.8021 0.52
H -2.7469 -2.7215 -4.0983 0.31
H -1.7864 -1.3903 -4.7493 0.14
H -4.8857 -1.0506 -2.6134 0.43
H -3.9723 -0.9345 -1.0975 -0.27
H -4.0107 -2.4627 -1.9922 0.37
H 1.5511 -4.4686 -3.0220 0.05
H 1.2171 -6.0011 -2.2009 0.47
H 2.2117 -4.7682 -1.4050 0.14
H -0.9586 -4.0884 -3.3190 0.05
H -2.0104 -4.1293 -1.8881 0.18
H -1.2556 -5.6159 -2.4831 0.62
H 0.7239 -4.7962 0.5740 0.24
H -0.4393 -5.9347 -0.1174 0.45
H -0.9847 -4.3380 0.4196 0.23
H 0.1984 -2.3627 -6.2152 0.29
H 1.4421 -3.4347 -5.5505 0.33
H 1.9009 -2.1176 -6.6426 0.44
H 0.1904 0.0815 -5.5623 0.28
H 1.9377 0.3010 -5.7449 0.54
H 1.1665 0.6238 -4.1826 0.11
H 2.8375 -2.6707 -3.6026 0.20
H 2.9002 -0.9503 -3.1821 0.21
H 3.5273 -1.5063 -4.7431 0.55
```

energy relative to the best compared isomer or geometry (same formula, charge and spin) = 108.7 kJ/mol
maximum force = 0.01140 hartree/bohr
frontier orbital gap = 8.9 eV
total energy = -6310.761349 Ha
charge = +1
LUMO energy = -1.73 eV
HOMO energy = -10.58 eV